1.
Entry from the Open Molecules 2025 dataset: 3 unconnected molecules or ions with the total composition C2H8O3 at a distorted geometry (ωB97M-V with the def2-TZVPD basis set).

Values from the calculation:
Gap between HOMO and LUMO (spin up / spin down), Eh: 0.30814 / 0.31057
<S²>: 0.75
DFT total energy, eV: -8335.2735
HOMO energy (spin up / spin down), Ha: -0.55898 / -0.56086

```
! RIJCOSX wB97M-V def2-TZVPD def2/J DEFGRID3
* xyz 1 2
C 2.587 -0.599 0.754
C 1.596 0.268 0.337
O 0.315 0.042 0.538
H 2.930 -0.669 1.796
H 2.891 -1.417 0.092
H 1.862 1.359 0.195
H -0.220 0.852 0.658
H -2.896 1.760 -0.651
H -1.830 0.807 -1.208
O -2.012 1.421 -0.472
H -1.405 -1.667 -0.146
H -2.337 -0.870 -0.859
O -1.481 -1.288 -1.034
*
```

2.
Entry from the Open Molecules 2025 dataset: C18H21O8P in the gas phase at a distorted geometry (ωB97M-V with the def2-TZVPD basis set).

Values from the calculation:
SMILES string: COc1ccc(/C=C\c2cc(OC)c(OC)c(OC)c2)cc1OP(=O)(O)O
Gap between HOMO and LUMO, Eh: 0.29264
DFT total energy, eV: -44676.5280
HOMO energy, Ha: -0.27371

```
! RIJCOSX wB97M-V def2-TZVPD def2/J DEFGRID3
* xyz 0 1
C -5.180 -0.299 -1.394
O -3.964 0.165 -0.855
C -3.043 -0.747 -0.453
C -2.937 -2.064 -0.868
C -1.878 -2.842 -0.426
C -0.903 -2.323 0.419
C 0.239 -3.143 0.826
C 1.510 -2.738 0.906
C 2.040 -1.439 0.504
C 1.520 -0.751 -0.586
C 1.999 0.498 -0.954
O 1.452 1.215 -1.993
C 0.256 0.750 -2.569
C 3.068 1.066 -0.246
O 3.664 2.272 -0.465
C 3.426 2.996 -1.649
C 3.618 0.350 0.839
O 4.654 0.979 1.465
C 5.237 0.355 2.580
C 3.109 -0.883 1.204
C -1.052 -1.016 0.890
C -2.107 -0.244 0.459
O -2.260 1.043 0.909
P -3.746 1.583 1.274
O -4.708 0.591 1.733
O -3.320 2.649 2.403
O -4.185 2.592 0.137
H -5.820 0.578 -1.468
H -5.646 -1.032 -0.731
H -5.029 -0.733 -2.388
H -3.668 -2.487 -1.539
H -1.796 -3.863 -0.768
H 0.002 -4.169 1.078
H 2.246 -3.429 1.299
H 0.729 -1.211 -1.152
H 0.405 -0.184 -3.120
H -0.049 1.529 -3.266
H -0.526 0.606 -1.816
H 3.594 2.384 -2.538
H 2.414 3.405 -1.681
H 4.147 3.814 -1.629
H 6.017 1.033 2.921
H 4.510 0.206 3.387
H 5.687 -0.609 2.317
H 3.519 -1.422 2.042
H -0.346 -0.603 1.592
H -3.311 2.236 3.264
H -3.585 3.337 0.102
*
```

3.
Entry from the Open Molecules 2025 dataset: a molecular structure, C2H4ClFeI2O8S at a distorted geometry (ωB97M-V with the def2-TZVPD basis set).

Values from the calculation:
Gap between HOMO and LUMO (spin up / spin down), Eh: 0.19845 / 0.19295
<S²>: 6.05
DFT total energy, eV: -92454.8510
HOMO energy (spin up / spin down), Ha: -0.22663 / -0.22401

```
! RIJCOSX wB97M-V def2-TZVPD def2/J DEFGRID3
* xyz -1 5
Fe -3.581 -1.141 -0.485
I -2.568 -1.502 -4.163
I -6.108 1.161 0.616
Cl -1.606 -4.537 0.893
O -2.975 -4.206 0.640
O -0.909 -3.263 0.797
O -1.278 -5.033 2.191
O -1.286 -5.368 -0.232
C 2.649 1.406 -0.202
C 2.643 2.408 0.879
O 1.373 2.943 0.844
S 0.513 2.698 -0.598
O 0.069 3.891 -1.250
O -0.567 1.649 -0.308
O 1.864 2.018 -1.224
H 2.003 0.541 -0.050
H 3.579 1.197 -0.731
H 3.289 3.229 0.568
H 2.899 1.910 1.814
*
```

4.
Entry from the Open Molecules 2025 dataset: a molecular structure, C4H9NO at a distorted geometry (ωB97M-V with the def2-TZVPD basis set).

Values from the calculation:
Gap between HOMO and LUMO, Eh: 0.36997
DFT total energy, eV: -7826.2179
HOMO energy, Ha: -0.33949

```
! RIJCOSX wB97M-V def2-TZVPD def2/J DEFGRID3
* xyz 0 1
C 0.469 0.185 2.461
C -0.615 0.238 1.252
C -0.061 -0.132 -0.145
C 0.923 -0.998 -0.426
H -0.053 0.121 3.454
H 1.341 0.584 2.313
H 0.716 -0.925 2.452
H -1.443 -0.370 1.647
H -1.158 1.444 1.297
H 0.525 -2.068 -1.297
H 1.811 -0.196 -0.719
H 1.244 -1.599 0.329
H -0.728 0.950 -2.747
N -0.683 0.579 -1.013
O -0.221 0.281 -2.311
*
```

5.
Entry from the Open Molecules 2025 dataset: 2 unconnected molecules or ions with the total composition C4H13NO2 at a distorted geometry (ωB97M-V with the def2-TZVPD basis set).

Values from the calculation:
SMILES string: CN[C@H](C)CO.O
Gap between HOMO and LUMO, Eh: 0.37662
DFT total energy, eV: -9942.6577
HOMO energy, Ha: -0.34848

```
! RIJCOSX wB97M-V def2-TZVPD def2/J DEFGRID3
* xyz 0 1
C 1.397 -1.222 -1.178
N 0.396 -1.033 -0.034
C -0.430 0.212 -0.015
C -1.318 0.315 -1.283
C 0.444 1.433 0.399
O -0.410 2.499 0.585
H 1.835 -2.185 -1.100
H 2.207 -0.473 -0.975
H 0.949 -0.919 -2.184
H -0.325 -1.771 -0.178
H -1.108 0.061 0.805
H -2.175 1.117 -1.179
H -1.777 -0.589 -1.370
H -0.857 0.671 -2.179
H 1.100 1.166 1.283
H 1.176 1.676 -0.508
H -0.924 2.343 1.379
O 0.035 -0.799 2.889
H 0.530 -1.122 2.066
H -0.746 -1.378 2.777
*
```

6.
Entry from the Open Molecules 2025 dataset: C11H11ClFN3O3S2 in the gas phase at a distorted geometry (ωB97M-V with the def2-TZVPD basis set).

Values from the calculation:
SMILES string: CS(=O)(=O)NCc1nnc(SCc2c(F)cccc2Cl)o1
Gap between HOMO and LUMO, Eh: 0.32749
DFT total energy, eV: -59095.8012
HOMO energy, Ha: -0.32061

```
! RIJCOSX wB97M-V def2-TZVPD def2/J DEFGRID3
* xyz 0 1
C 4.298 0.100 -2.203
S 2.957 -0.186 -1.147
O 2.535 -1.711 -1.299
O 1.839 0.749 -1.282
N 3.622 0.079 0.492
C 2.754 0.635 1.300
C 1.865 -0.526 1.626
N 1.863 -1.318 2.417
N 0.773 -2.227 2.017
C 0.225 -1.915 1.065
S -1.170 -2.239 0.403
C -1.521 -0.951 -0.942
C -2.679 -0.095 -0.180
C -2.317 0.965 0.422
F -0.994 1.536 0.549
C -3.393 1.888 0.943
C -4.569 1.669 0.620
C -5.005 0.429 0.145
C -3.998 -0.423 -0.545
Cl -4.473 -1.798 -1.094
O 0.660 -0.583 0.946
H 4.009 -0.045 -3.291
H 4.765 1.200 -2.174
H 4.986 -0.655 -2.205
H 4.225 -0.588 0.474
H 2.313 1.459 1.115
H 3.394 0.933 2.245
H -1.790 -1.606 -1.746
H -0.542 -0.228 -0.984
H -3.095 3.023 1.132
H -5.532 2.235 1.236
H -6.005 0.190 -0.055
*
```